[1]
Entry from the Open Molecules 2025 dataset: 2 unconnected molecules or ions with the total composition C3H6NO2 (ωB97M-V/def2-TZVPD).

Summary:
E_HOMO = -4.04 eV
Spin multiplicity = 1
Charge = -1
Energy = -8792.317 eV

Positions of all 12 atoms, in Å:
C  0.84481  0.09884  2.13136
C  0.81473  -0.79974  -0.05115
N  1.40579  -0.87574  1.17184
H  0.60528  -0.41256  2.98262
H  1.48898  0.80290  2.44665
H  0.05480  0.65933  1.74760
H  0.73419  -1.76165  -0.58512
H  0.02658  -0.14205  -0.41280
O  -1.70754  1.63004  -1.57174
C  -1.52278  0.58021  -2.28092
O  -0.46473  0.33439  -3.08306
H  -2.28011  -0.11397  -2.49528

Formally, the Löwdin partial charges of the atoms, in units of the elementary charge, are as follows: -0.161, -0.017, -0.077, 0.039, 0.025, 0.057, 0.061, 0.035, -0.174, -0.588, -0.253, 0.052

***

[2]
Entry from the Open Molecules 2025 dataset: a molecular structure, C13H20MoO2P2S (ωB97M-V/def2-TZVPD).

Summary:
E_HOMO (spin up / spin down) = -22.79 / -22.95 eV
Spin multiplicity = 1
Charge = +4
Energy = -49122.493 eV

Positions of all 39 atoms, in Å:
Mo  -0.26271  -0.24346  -0.38115
C  1.37607  1.89078  -3.04075
P  0.41603  0.42181  -2.67966
C  -0.79074  0.05713  -3.96081
C  1.50846  -1.03997  -2.35961
C  0.78262  -2.36928  -1.94035
P  0.46914  -2.58894  -0.11625
C  1.97819  -3.00788  0.75823
C  -0.83324  -3.78428  0.18357
H  1.75189  1.80591  -4.06684
H  2.21839  2.00145  -2.35743
H  0.72261  2.76403  -2.98327
H  -0.26092  -0.34252  -4.83255
H  -1.27427  0.99530  -4.24622
H  -1.55708  -0.65139  -3.64495
H  2.29129  -0.75566  -1.63884
H  2.07071  -1.22791  -3.28243
H  1.44684  -3.20266  -2.20408
H  -0.13978  -2.54517  -2.50236
H  2.28104  -4.01508  0.45004
H  1.76878  -3.02025  1.83036
H  2.78967  -2.31062  0.54677
H  -0.49084  -4.75970  -0.18110
H  -1.76020  -3.51907  -0.32608
H  -1.00333  -3.85870  1.26013
O  -3.81966  0.84782  1.79030
C  -2.78352  1.21832  1.96766
O  -1.75683  0.11451  0.15903
C  -1.69529  1.91246  2.55173
C  -2.21377  2.74358  3.55487
C  -1.36844  3.55244  4.34036
C  -0.00768  3.52381  4.13419
C  0.52808  2.69709  3.13770
C  -0.27709  1.88626  2.31787
S  0.72734  1.03319  1.19052
H  -3.28274  2.77143  3.74354
H  -1.81050  4.18353  5.10351
H  0.65866  4.13310  4.73419
H  1.60281  2.68857  2.99013

Formally, the Löwdin partial charges of the atoms, in units of the elementary charge, are as follows: 1.079, -0.179, 0.823, -0.178, -0.371, -0.333, 0.823, -0.180, -0.180, 0.101, 0.076, 0.086, 0.100, 0.091, 0.068, 0.096, 0.132, 0.132, 0.100, 0.101, 0.086, 0.072, 0.101, 0.076, 0.087, 0.430, -0.003, -0.387, -0.131, 0.109, 0.087, 0.069, -0.020, -0.487, 0.894, 0.169, 0.164, 0.162, 0.132

***

[3]
Entry from the Open Molecules 2025 dataset: a gas-phase ion, C6H11N2S3 (charge +1) (ωB97M-V/def2-TZVPD).

Summary:
E_HOMO (spin up / spin down) = -9.50 / -11.93 eV
<S²> = 2.01
Spin multiplicity = 3
Charge = +1
Energy = -41875.280 eV

Positions of all 22 atoms, in Å:
C  -1.43144  -1.27574  -0.31312
C  -0.91339  1.15027  -0.12505
C  -1.73359  0.08474  -0.03286
C  -0.12391  -1.69491  -0.45583
C  0.95741  -0.67415  0.00667
C  0.56165  0.75725  -0.41258
N  1.09456  -0.62312  1.37048
N  1.47216  1.57909  0.47952
S  -3.38257  0.44434  0.36152
S  0.53198  -3.36514  -0.74539
S  1.01276  1.06032  -2.07256
H  -2.27804  -1.89678  -0.19361
H  -1.15496  2.21448  -0.21819
H  1.86977  -0.91710  -0.40869
H  0.24368  -0.60807  2.00968
H  1.64341  -1.49020  1.76625
H  1.51913  0.93807  1.34500
H  0.98778  2.46386  0.50031
H  2.35902  1.75556  -0.02948
H  -3.45030  1.65760  0.03803
H  -0.77545  -3.99756  -0.76942
H  0.99034  2.43720  -2.10067

Formally, the Löwdin partial charges of the atoms, in units of the elementary charge, are as follows: -0.133, -0.092, -0.661, -0.535, -0.471, -0.768, 0.026, 0.150, 0.928, 0.802, 0.925, 0.091, 0.123, 0.110, 0.164, 0.185, 0.133, 0.140, 0.155, -0.166, -0.039, -0.066

***

[4]
Entry from the Open Molecules 2025 dataset: a single C13H22BrFN2O3S3 molecule (ωB97M-V/def2-TZVPD).

Summary:
E_HOMO = -8.48 eV
Spin multiplicity = 1
Structure (SMILES) = CCN(CC)C(=S)SCCC[C@@](F)(Br)O[C@@H](COCS)N=C=O
Charge = 0
Energy = -128223.974 eV

Positions of all 45 atoms, in Å:
C  -2.84574  1.08441  -1.52501
C  -2.10864  2.33689  -1.98463
N  -0.71066  2.10322  -2.36953
C  -0.57557  1.56464  -3.72062
C  0.62832  0.65251  -3.86875
C  0.09029  3.25072  -2.14942
S  0.01308  4.57864  -3.05147
S  1.26648  3.19384  -0.75490
C  0.19158  3.53528  0.68396
C  -0.37712  2.26340  1.34465
C  0.71869  1.32737  1.88672
C  0.46187  -0.16040  1.67206
F  -0.69096  -0.46871  2.29205
Br  0.37362  -0.48981  -0.26319
O  1.54294  -0.83946  2.19317
C  1.25956  -2.09176  2.81489
C  0.63261  -3.11484  1.86315
O  0.79936  -4.42731  2.36956
C  -0.10818  -5.28451  1.70686
S  0.70049  -6.84401  1.21111
N  2.55115  -2.66697  3.28209
C  3.50457  -1.93294  3.04322
O  4.41183  -1.18919  3.10976
H  -2.80879  0.31952  -2.29908
H  -3.87660  1.36315  -1.31109
H  -2.43956  0.65706  -0.61384
H  -2.66632  2.83156  -2.78895
H  -2.09475  3.02667  -1.13948
H  -0.55760  2.34035  -4.49141
H  -1.47069  0.98159  -3.93386
H  0.52879  -0.26716  -3.29440
H  0.74240  0.35204  -4.90980
H  1.56266  1.12763  -3.56929
H  -0.64535  4.12235  0.31528
H  0.75447  4.11256  1.41157
H  -0.99179  2.58572  2.18601
H  -1.05618  1.80272  0.63205
H  1.70766  1.58321  1.52143
H  0.70965  1.44325  2.97106
H  0.63183  -1.98726  3.69419
H  0.96080  -3.00207  0.82882
H  -0.44443  -2.90609  1.86406
H  -0.49498  -4.85252  0.78818
H  -0.94654  -5.54709  2.34926
H  1.16580  -6.46821  0.00358

Formally, the Löwdin partial charges of the atoms, in units of the elementary charge, are as follows: -0.082, -0.257, -0.247, -0.276, -0.084, -1.082, 0.759, 0.831, -0.451, -0.256, -0.173, -0.864, 0.060, 0.876, -0.071, -0.265, -0.199, -0.191, -0.580, 0.730, 0.189, -0.283, 0.182, 0.070, 0.078, 0.032, 0.120, 0.099, 0.088, 0.110, 0.041, 0.075, 0.074, 0.067, 0.078, 0.115, 0.059, 0.108, 0.131, 0.161, 0.097, 0.121, 0.074, 0.082, -0.147

***

[5]
Entry from the Open Molecules 2025 dataset: 9 unconnected molecules or ions with the total composition C17H52O17 (ωB97M-V/def2-TZVPD).

Summary:
E_HOMO = -10.15 eV
Spin multiplicity = 1
Structure (SMILES) = OCCO.OCCO.OCCO.OCCO.OCCO.OCCO.OCCO.OCCO.CO
Charge = 0
Energy = -53272.744 eV

Positions of all 86 atoms, in Å:
C  4.14617  -1.82348  -3.36033
C  2.77108  -1.18402  -3.73860
O  2.46035  0.12280  -3.18609
O  5.17608  -1.43375  -4.17460
H  4.05381  -2.90886  -3.39930
H  4.41924  -1.62301  -2.32430
H  1.96891  -1.83914  -3.39884
H  2.55961  -1.30378  -4.80115
H  3.07833  0.75031  -3.56812
H  5.96397  -1.86859  -3.84031
C  5.73954  0.46547  2.80351
C  5.77609  1.01683  1.37949
O  6.74257  2.06414  1.19376
O  5.30075  -0.83992  2.71913
H  5.12791  1.12400  3.42024
H  6.72633  0.42666  3.26487
H  4.81916  1.42185  1.05034
H  6.06219  0.22261  0.68995
H  6.24426  2.85319  1.41892
H  4.75447  -0.97426  3.49703
C  1.16361  -4.15425  0.38250
C  2.41418  -4.57053  1.28339
O  2.67212  -5.91304  1.40314
O  -0.08647  -4.22979  1.12497
H  1.06039  -4.86089  -0.44098
H  1.31561  -3.17396  -0.06920
H  2.28962  -4.12623  2.27091
H  3.29005  -4.08719  0.85056
H  2.01369  -6.20823  2.03633
H  -0.74749  -3.83589  0.55095
C  -5.67173  2.22482  0.30411
C  -4.72568  1.47718  -0.61337
O  -5.28352  0.33310  -1.19594
O  -6.93792  2.48152  -0.40050
H  -5.25341  3.17397  0.63909
H  -5.99441  1.66834  1.18406
H  -3.76709  1.18337  -0.18571
H  -4.42318  2.16083  -1.40661
H  -5.75463  0.55755  -2.00172
H  -7.47524  1.68723  -0.44517
C  -3.85126  -4.32866  -2.43034
C  -3.37814  -5.72287  -2.33174
O  -3.72620  -6.35987  -1.08268
O  -3.23501  -3.52680  -1.37407
H  -4.92647  -4.28434  -2.25695
H  -3.65567  -3.87285  -3.40094
H  -2.31528  -5.67538  -2.56869
H  -3.82702  -6.31624  -3.12830
H  -3.43311  -5.75384  -0.39826
H  -3.57982  -2.63393  -1.44823
C  -6.09341  -2.39152  2.76319
C  -4.84209  -2.30250  3.64513
O  -5.21948  -2.33170  5.00605
O  -7.12753  -1.48481  3.13131
H  -6.44126  -3.41274  2.91873
H  -5.96172  -2.17758  1.70254
H  -4.25548  -1.39991  3.47391
H  -4.25437  -3.17905  3.37244
H  -5.36341  -3.26841  5.15924
H  -7.68952  -1.38417  2.35954
C  1.61078  5.67550  4.86370
C  1.06984  4.57643  3.91390
O  0.55259  5.01769  2.69831
O  2.74377  6.30664  4.36281
H  1.87366  5.27982  5.84473
H  0.77744  6.34391  5.08022
H  0.29629  4.03522  4.45872
H  1.91952  3.93433  3.68177
H  0.56899  4.30069  2.06014
H  2.58960  7.25405  4.37953
C  1.94754  4.70451  -5.38662
C  2.91045  4.52304  -4.21286
O  3.84352  3.51174  -4.59090
O  2.56567  5.14051  -6.53652
H  1.11478  5.38092  -5.19405
H  1.42285  3.76186  -5.54221
H  2.33130  4.31766  -3.31257
H  3.36616  5.50550  -4.08963
H  4.47345  3.87190  -5.21944
H  1.85197  5.35572  -7.14144
C  -0.23136  0.97012  1.31304
O  0.07888  1.85875  0.25335
H  -0.84286  1.48824  2.05178
H  -0.81382  0.12663  0.94241
H  0.70174  0.68972  1.80172
H  0.46419  1.41914  -0.50816

Formally, the Löwdin partial charges of the atoms, in units of the elementary charge, are as follows: -0.281, -0.205, -0.075, -0.050, 0.111, 0.114, 0.103, 0.114, 0.069, 0.093, -0.281, -0.229, -0.072, -0.055, 0.118, 0.120, 0.117, 0.117, 0.077, 0.089, -0.193, -0.267, -0.042, -0.094, 0.107, 0.102, 0.115, 0.112, 0.093, 0.059, -0.191, -0.265, -0.069, -0.090, 0.120, 0.112, 0.114, 0.119, 0.087, 0.069, -0.237, -0.250, -0.050, -0.085, 0.119, 0.120, 0.118, 0.125, 0.069, 0.071, -0.244, -0.252, -0.048, -0.071, 0.110, 0.114, 0.116, 0.114, 0.085, 0.076, -0.265, -0.263, -0.054, -0.049, 0.113, 0.117, 0.112, 0.114, 0.076, 0.089, -0.307, -0.221, -0.059, -0.046, 0.115, 0.114, 0.120, 0.116, 0.086, 0.093, -0.157, -0.133, 0.076, 0.072, 0.074, 0.072

***

[6]
Entry from the Open Molecules 2025 dataset: a molecular structure, C43H45BClHgN7O4P (ωB97M-V/def2-TZVPD).

Summary:
E_HOMO (spin up / spin down) = 0.86 / -2.71 eV
<S²> = 0.77
Spin multiplicity = 2
Charge = -2
Energy = -90609.626 eV

Positions of all 103 atoms, in Å:
Hg  0.12139  -0.17888  0.77214
O  1.57473  3.81301  1.54432
C  1.29778  2.60265  1.45515
O  0.52473  2.11004  0.53991
C  1.88128  1.63922  2.41686
C  2.88656  1.99525  3.30369
C  3.43417  1.06192  4.16628
C  2.92820  -0.27506  4.12069
C  1.93300  -0.59670  3.24440
N  1.39505  0.33813  2.40853
C  1.38936  -2.02716  3.15369
O  1.88359  -2.86916  3.92427
O  0.50506  -2.23587  2.27347
H  3.22121  3.02457  3.27684
H  4.22694  1.33266  4.85328
H  3.30553  -1.06242  4.75783
C  -1.27958  0.90262  4.70029
C  -2.36037  1.36787  3.72042
C  -1.92902  2.61812  2.96409
C  -2.75734  0.25241  2.79350
C  -3.35403  -0.97447  3.14815
C  -3.55855  -1.61389  1.94999
N  -3.11634  -0.81187  0.96268
N  -2.61892  0.33903  1.47396
B  -3.13405  -1.16197  -0.52493
N  -1.89859  -2.05714  -0.87427
C  -1.97789  -3.25902  -1.45748
C  -0.71252  -3.79944  -1.54004
C  0.12570  -2.83846  -0.95879
N  -0.61110  -1.79434  -0.56915
C  1.61328  -2.91711  -0.79546
C  2.27552  -3.10180  -2.16411
C  2.00716  -4.05031  0.15291
N  -3.22082  0.04506  -1.46016
C  -4.19400  0.24100  -2.37051
C  -3.87785  1.36522  -3.09956
C  -2.65335  1.80481  -2.54916
N  -2.27056  0.99460  -1.56813
C  -1.82924  3.00606  -2.93641
C  -1.19544  3.66770  -1.71723
C  -2.66292  4.00844  -3.73208
H  -1.05926  1.68846  5.42755
H  -1.58950  0.00602  5.24178
H  -0.35870  0.66744  4.16583
H  -3.25706  1.61801  4.30373
H  -1.07403  2.42159  2.32096
H  -2.72982  2.98111  2.31648
H  -1.65424  3.40707  3.66757
H  -3.57732  -1.34352  4.13559
H  -3.97704  -2.58234  1.72540
H  -4.09304  -1.86717  -0.75410
H  -2.93586  -3.64368  -1.76412
H  -0.42784  -4.75461  -1.94767
H  1.95316  -1.97554  -0.35384
H  1.92209  -4.02455  -2.63437
H  2.04652  -2.27375  -2.83714
H  3.35949  -3.17001  -2.05793
H  1.73255  -5.01921  -0.27814
H  3.08939  -4.04218  0.31001
H  1.51499  -3.92255  1.11732
H  -5.03808  -0.42724  -2.42381
H  -4.45695  1.81478  -3.88906
H  -1.02309  2.65876  -3.59115
H  -1.97253  4.03540  -1.03948
H  -0.58280  2.97943  -1.13566
H  -0.58320  4.52067  -2.02681
H  -3.50096  4.37205  -3.13079
H  -2.05042  4.86781  -4.01492
H  -3.06891  3.56732  -4.64627
Cl  4.28639  -0.81138  1.08087
C  4.80152  -1.08425  -0.55037
C  5.82142  -2.00119  -0.77069
C  6.25093  -2.25439  -2.06258
C  5.66230  -1.58677  -3.12745
C  4.64625  -0.67328  -2.89372
C  4.18940  -0.39925  -1.60440
P  2.74968  0.68741  -1.21077
C  3.60632  2.28888  -0.98679
C  2.85710  3.45469  -1.13920
C  3.44217  4.69342  -0.93277
C  4.77014  4.78537  -0.54624
C  5.51433  3.62789  -0.35712
C  4.93560  2.38660  -0.57683
C  2.01188  0.90957  -2.87766
C  2.57551  1.68728  -3.89159
C  1.98042  1.75524  -5.14179
C  0.80890  1.04931  -5.39538
C  0.22451  0.29825  -4.38823
C  0.81791  0.23955  -3.13259
H  6.25779  -2.51349  0.07659
H  7.03902  -2.97747  -2.23491
H  5.98660  -1.78411  -4.14215
H  4.17870  -0.17487  -3.73246
H  1.80042  3.38952  -1.36633
H  2.83538  5.58514  -1.01740
H  5.21646  5.75481  -0.35720
H  6.54563  3.68906  -0.02976
H  5.52801  1.49105  -0.43300
H  3.48311  2.24491  -3.69174
H  2.42783  2.36324  -5.91985
H  0.33947  1.10995  -6.37042
H  -0.71490  -0.21459  -4.55630
H  0.33340  -0.31844  -2.34041

These are the Löwdin partial charges, in e, on atoms 1 to 99: 1.241, -0.029, -0.679, -0.231, -0.251, -0.064, -0.128, -0.091, -0.301, -0.066, -0.672, -0.052, -0.135, 0.102, 0.063, 0.094, -0.056, -0.374, -0.068, -0.294, -0.029, -0.093, -0.050, 0.110, -0.548, -0.009, -0.080, -0.014, -0.281, 0.013, -0.373, -0.057, -0.049, -0.038, -0.106, -0.044, -0.288, 0.149, -0.374, -0.066, -0.096, 0.073, 0.071, 0.065, 0.125, 0.050, 0.075, 0.077, 0.091, 0.111, 0.109, 0.109, 0.096, 0.069, 0.075, 0.066, 0.064, 0.074, 0.076, 0.065, 0.100, 0.078, 0.115, 0.087, 0.038, 0.073, 0.080, 0.068, 0.062, 0.802, -0.670, -0.120, -0.105, -0.100, -0.085, -0.388, 1.105, -0.350, -0.107, -0.081, -0.105, -0.099, -0.088, -0.359, -0.109, -0.095, -0.105, -0.087, -0.097, 0.100, 0.094, 0.094, 0.092, 0.095, 0.103, 0.089, 0.091, 0.086, 0.109